C44H52Br75N5O as an isolated structure, computed with wB97M-V/def2-TZVPD.

Element x y z (Å)
Br: 7.585 16.369 -2.227
Br: -9.406 -15.558 -1.788
Br: 2.171 -7.816 0.404
Br: -8.603 -6.744 6.340
C: 10.322 4.753 0.601
H: -2.709 1.169 1.784
Br: 8.902 19.084 -1.098
C: -5.729 -4.125 -3.547
C: -4.483 1.202 -0.009
C: 2.738 4.244 -2.536
N: -4.510 -0.706 -1.920
H: -3.991 2.020 5.866
H: 3.881 -1.890 -0.838
H: 9.617 0.890 0.588
Br: 11.688 6.109 0.880
Br: -11.813 -9.345 -2.990
H: 9.911 17.244 -2.448
C: 0.468 8.880 -3.783
H: -4.455 -2.153 2.163
Br: -6.279 -5.278 -5.014
H: -0.775 1.073 -1.203
Br: -1.948 1.159 -4.768
N: -1.179 -4.312 0.064
Br: -14.498 -3.131 -7.330
Br: 0.211 4.135 5.305
Br: 1.427 -10.757 -5.046
Br: 4.314 10.170 -6.221
H: 3.467 -3.216 2.107
Br: -9.977 -8.763 9.350
Br: -0.082 7.727 -5.251
H: 11.673 11.099 3.230
Br: 2.880 6.945 8.263
Br: 6.904 -2.277 -4.147
C: 3.474 -2.717 -0.117
Br: -1.912 4.288 -3.998
Br: 10.059 7.863 -4.645
C: 3.033 6.614 6.352
Br: 4.455 -5.986 3.260
H: -0.645 -9.557 -5.749
C: 1.643 -1.260 0.580
Br: 9.011 -1.383 1.420
Br: 11.023 3.204 -0.345
H: -0.134 2.867 0.379
H: 5.202 -3.524 1.218
N: 0.050 -2.200 -2.737
Br: -8.741 -12.653 -0.563
Br: 2.893 8.257 5.320
H: -7.457 -5.482 4.518
Br: -10.814 -7.278 -5.925
Br: -9.312 -5.857 10.575
Br: 5.811 0.556 -3.068
Br: -7.827 -7.413 -7.128
H: -6.110 0.948 -1.857
Br: 4.649 5.622 5.917
C: 8.783 0.536 1.203
H: 1.858 2.304 5.710
Br: -13.477 -4.437 -4.567
C: 7.375 -0.567 -3.349
Br: 12.509 8.848 -2.798
Br: 6.059 10.678 -3.560
Br: 2.848 2.370 -3.047
H: -11.337 -10.811 -1.028
C: -4.281 2.711 5.069
C: 10.609 9.016 -3.178
Br: 13.320 9.227 3.145
H: 4.410 -0.407 1.259
C: 8.893 13.477 -5.730
Br: 8.806 18.539 -4.272
Br: -13.123 -9.371 -0.046
C: 8.936 17.740 -2.504
H: -2.777 -2.154 -1.765
N: 1.864 3.256 2.267
H: 10.437 10.048 -3.501
C: -5.166 -7.260 1.475
Br: 8.745 5.482 -0.274
H: 6.784 10.093 -5.875
Br: -1.023 -11.742 -6.893
C: -0.474 -10.589 -5.426
H: -9.442 -9.245 -6.615
H: 1.104 0.998 -1.126
C: -3.282 -1.205 -1.240
H: -1.755 -0.401 4.596
C: -2.499 -0.691 0.092
Br: 9.003 11.603 -6.241
C: -2.965 2.654 -4.048
C: 4.272 -2.789 1.338
H: -0.215 -2.164 2.652
C: 4.788 -1.325 1.881
H: 9.325 14.058 -6.551
H: -12.852 -4.962 -6.925
H: 3.169 4.825 -3.358
H: -10.993 -7.559 11.286
C: 3.099 -6.901 4.312
H: 7.797 -0.781 -2.361
H: 2.020 1.102 2.044
Br: -14.972 -6.267 -6.758
C: 0.189 1.797 0.799
H: 2.445 4.012 1.843
H: -10.422 -14.354 0.148
C: -5.141 0.506 -1.324
Br: 2.368 8.712 -3.403
Br: 0.895 4.832 -2.332
Br: -8.506 -8.867 -4.333
Br: 8.892 1.475 2.903
Br: -0.263 0.999 5.877
Br: -11.684 -13.279 -1.717
O: 2.040 -2.624 0.197
H: 2.184 5.984 6.068
C: -1.007 -1.328 2.337
H: 3.716 -3.757 -0.650
H: -4.048 -3.114 3.733
Br: 3.799 4.626 -0.952
Br: -6.396 -4.401 6.501
H: -5.901 -3.093 -3.870
C: -3.148 0.669 0.822
C: -1.167 -3.033 0.333
Br: 7.050 14.064 -5.525
C: -3.562 -2.718 2.718
C: -2.382 -1.669 3.156
Br: 9.525 8.730 -1.588
Br: -5.832 1.939 4.184
Br: -4.702 4.411 5.916
C: 5.950 9.739 -5.260
C: 0.271 -7.648 0.024
H: -3.196 -3.674 2.148
Br: -6.730 -6.137 1.756
Br: 3.776 -7.440 6.055
H: 0.945 3.599 2.623
Br: 8.753 0.353 -4.368
H: 2.514 2.091 0.463
Br: -0.617 8.594 -2.194
C: 1.742 2.042 1.373
Br: -3.736 2.236 -2.312
C: -7.868 -5.161 5.481
Br: 6.178 7.819 -5.044
H: -4.745 -7.473 2.463
H: -3.800 2.832 -4.734
H: 2.840 -7.818 3.773
Br: -9.243 -3.839 5.100
H: 0.099 -6.616 -0.298
H: 5.953 -1.331 2.025
H: 10.007 4.407 1.591
C: 11.542 10.012 3.225
C: 0.174 -1.620 -1.580
Br: -3.829 -4.293 -3.167
C: 0.894 2.535 6.175
H: -0.569 1.562 1.664
C: -10.678 -7.214 10.296
H: 2.438 -0.531 0.067
Br: 10.487 9.575 1.650
Br: -0.813 -7.933 1.614
C: -11.533 -9.736 -1.106
Br: -1.558 -10.874 -3.836
C: -13.816 -4.731 -6.459
Br: -0.279 -8.801 -1.443
Br: -9.967 -8.821 -0.401
H: 1.696 -1.030 1.726
Br: -6.813 -4.411 -1.957
Br: 7.147 0.967 0.242
Br: -3.788 -6.340 0.456
Br: 1.469 -5.851 4.462
Br: 1.232 2.829 8.068
H: 0.296 9.912 -4.106
Br: -5.637 -8.970 0.676
H: -5.027 2.171 0.414
N: -2.567 -1.020 4.384
Br: -2.761 2.860 3.864
Br: -12.255 -6.484 9.421
C: 0.125 0.774 -0.479
H: -0.579 -0.319 2.762
H: 4.328 -1.198 2.972
C: 0.185 -0.819 -0.110
Br: 10.616 9.543 4.870
C: -10.107 -14.009 -0.842
Br: 9.955 13.858 -4.145
C: -1.119 -1.402 0.705
C: -9.183 -8.328 -6.075

Forces on atoms 1 to 3 (eV/Å):
Br 0.2896 0.4181 -0.0523
Br -0.1922 0.4486 0.1994
Br -0.3933 0.0129 -0.0173

HOMO-LUMO gap   7.81 eV
Spin multiplicity   1



A 4-piece molecular cluster, C23H67N9O5P3S overall, computed with wB97M-V/def2-TZVPD.

Element x y z (Å)
N: 2.000 -8.184 1.305
H: -1.861 0.962 5.171
H: 2.276 9.326 -6.370
H: 1.072 3.539 0.135
P: 1.793 -7.375 2.830
H: -0.245 1.349 4.508
P: 0.179 8.590 -4.149
H: 1.017 -1.711 4.619
C: 2.614 -7.365 0.258
N: 0.583 7.004 -3.551
C: -1.320 1.423 4.339
C: 2.378 -9.571 1.083
O: 0.231 2.820 -2.639
H: 1.451 7.852 -1.818
H: -0.345 -9.625 2.543
N: -1.052 -1.741 4.083
C: 0.598 0.769 1.644
H: -1.674 -1.305 -2.812
H: 1.975 -1.394 1.452
C: -1.223 -3.191 3.943
H: 2.892 -7.637 5.573
H: 2.223 -9.255 5.311
O: -2.929 -1.170 2.664
H: 1.007 1.293 -3.785
H: -0.514 -9.927 4.281
H: 2.332 -7.727 -0.735
H: 0.795 -2.527 2.065
H: -1.011 0.181 -4.470
H: -1.403 -3.659 4.914
H: -0.451 6.794 -6.586
H: 2.257 -9.828 0.026
H: -0.340 -3.666 3.498
H: 3.940 -9.054 5.378
H: -1.785 7.839 -2.211
C: 4.398 -7.693 3.341
H: -3.448 -1.797 -0.985
N: 0.629 -8.224 3.805
C: 0.023 -1.494 5.031
C: 0.431 7.429 -6.694
H: 3.710 -7.373 0.320
H: 1.664 0.817 1.397
H: -2.057 8.557 -6.355
N: 3.084 -8.352 3.564
H: 0.022 0.834 0.712
N: -1.695 0.844 3.058
H: 1.749 -10.278 1.609
H: -3.272 1.080 1.663
H: -2.082 -3.434 3.316
H: 2.283 -6.327 0.318
H: -0.101 -2.131 5.912
C: 0.178 1.427 -3.038
H: 0.443 -1.632 0.585
H: 0.029 -0.484 5.425
H: 0.997 -10.284 3.528
H: -3.385 8.580 -5.248
C: -0.018 5.742 -3.929
C: -3.465 -0.826 -1.528
H: -3.279 8.035 -3.099
H: -1.473 1.940 -4.372
C: -2.244 8.380 -3.041
O: -2.246 0.757 -2.890
H: -1.049 5.630 -3.559
H: -2.938 2.505 2.626
H: -1.647 3.517 -2.133
S: -0.111 4.142 -0.260
C: -2.059 -0.465 -2.168
H: -2.244 9.443 -2.786
N: -1.528 8.127 -4.320
C: 0.172 -9.571 3.508
H: 0.408 1.665 2.233
H: 1.115 10.591 -5.918
P: -1.432 -0.832 2.656
H: -1.525 2.497 4.355
C: -0.523 -7.446 4.262
H: -0.217 -6.452 4.590
H: -0.982 3.839 0.785
H: 0.995 9.828 -7.487
H: -3.703 0.026 -0.833
H: -1.285 -0.335 -1.353
H: -1.280 -7.339 3.477
H: 4.594 -7.541 2.278
C: -0.733 3.080 -1.647
C: -1.155 1.046 -3.765
H: -3.786 1.132 3.362
H: 0.422 0.777 -2.159
C: 0.903 -1.558 1.576
N: 0.322 8.627 -5.880
C: 3.021 -8.574 5.027
O: 0.770 -6.355 2.307
C: 0.906 6.958 -2.127
H: -4.217 -0.797 -2.361
H: -1.068 2.107 -1.185
C: -2.327 8.842 -5.342
C: 1.228 9.638 -6.435
N: 0.287 -0.469 2.381
H: -2.230 9.926 -5.246
H: 1.553 6.103 -1.893
O: 1.577 9.176 -3.914
H: 4.443 -6.716 3.831
C: -2.989 1.409 2.664
H: 0.562 4.915 -3.516
H: 1.335 6.856 -6.463
H: -0.017 5.567 -4.998
H: 0.453 7.683 -7.757
H: -0.997 -7.922 5.127
H: 3.424 -9.776 1.343
H: 0.005 6.881 -1.501
H: 5.214 -8.311 3.719

Forces on atoms 1 to 3 (eV/Å):
N 0.5658 0.4188 -0.5177
H 0.0528 0.0117 0.1004
H 0.0162 0.1042 0.0256

Charge   +1
HOMO-LUMO gap   5.99 eV
Spin multiplicity   1



One molecule with the formula CH5NO, computed with wB97M-V/def2-TZVPD.

Element x y z (Å)
O: -0.482 -0.823 -0.164
H: 1.047 0.520 0.513
H: 1.265 -0.180 -1.036
H: 1.461 -1.105 0.554
C: 0.876 -0.408 -0.050
H: -1.528 0.970 -0.723
N: -1.379 0.229 0.009
H: -1.261 0.798 0.897

Forces on atoms 1 to 3 (eV/Å):
O 0.3655 1.2140 0.4079
H -0.7967 0.0682 0.0225
H 0.4211 -0.4480 -0.2643

Structure (SMILES)   CON
HOMO-LUMO gap   10.41 eV
Spin multiplicity   1



A 6-piece molecular cluster, C33H84N6O11 overall, computed with wB97M-V/def2-TZVPD.

Element x y z (Å)
H: 0.969 -2.674 5.511
C: 4.375 -2.833 -1.496
C: -2.829 -0.215 1.452
C: 0.811 -1.289 3.801
H: -0.123 -1.766 3.482
N: 1.880 -1.951 2.983
H: -5.371 0.164 2.618
H: -1.291 -0.697 -3.169
C: -5.115 1.133 3.043
C: 0.898 3.179 -0.718
H: -0.140 2.079 1.503
C: 1.865 -6.432 -2.205
C: -3.585 1.239 3.218
C: 2.028 0.479 -5.143
O: -2.876 1.120 1.997
H: -7.193 2.843 0.882
H: -3.071 -3.820 -6.330
H: 1.696 -1.756 1.985
H: -7.486 1.322 1.778
H: 2.851 0.486 -1.708
H: 3.430 -4.131 -2.853
H: 2.375 1.907 -2.544
C: -7.663 3.164 2.930
H: 5.341 -2.764 -2.003
O: -7.687 2.408 4.108
C: 0.938 -0.216 -4.352
H: 2.691 2.880 3.865
H: -3.570 -0.903 1.857
C: 2.624 1.539 -1.543
C: -2.083 -3.468 -6.634
O: 4.605 -2.801 -0.098
C: 0.244 5.553 2.017
C: 3.766 -4.213 -1.822
H: -9.259 3.479 4.976
H: 0.735 -0.260 3.471
H: -7.714 4.092 5.333
H: -7.120 4.109 3.089
C: 0.463 -5.920 -4.011
H: 3.465 2.088 -1.124
H: 5.455 -1.667 1.377
H: -0.656 0.864 -5.116
H: -2.522 -2.592 -4.142
H: -2.785 -0.110 0.373
C: 3.277 2.157 3.310
H: -0.777 5.607 2.408
H: 3.678 -2.048 -1.805
H: 1.999 0.682 -8.436
H: 2.977 0.356 -4.604
H: 1.884 1.571 -5.099
H: -8.671 3.478 2.631
H: -1.866 -0.631 1.771
C: 3.314 -1.482 3.167
O: 0.946 -5.514 -2.749
O: 2.755 0.845 3.355
H: 1.198 -1.251 -4.144
O: -1.841 -2.176 -6.053
H: 2.748 -6.556 -2.841
H: -5.655 1.226 3.982
O: 2.038 0.018 -6.455
H: -3.344 2.211 3.650
C: 1.356 1.714 -0.712
H: 3.382 2.455 2.261
C: -8.243 3.138 5.202
C: 3.555 -0.080 2.667
H: 1.688 3.747 -0.237
H: 3.378 -0.026 1.584
H: 2.987 -6.409 -0.287
N: -0.405 3.490 -0.025
C: 5.328 -1.664 0.297
C: 1.882 -0.877 7.315
H: -0.073 6.936 0.384
H: -2.449 -0.297 -4.546
H: -0.584 5.095 -1.313
H: -2.456 3.046 -0.207
C: 2.199 -5.899 -0.837
H: -1.297 3.285 1.903
C: 0.652 4.084 2.166
C: -1.641 -2.212 -4.683
H: -1.297 -4.168 -6.354
H: -0.043 -1.299 5.703
H: 1.862 -2.968 3.040
C: -7.065 2.322 1.829
C: -1.515 -0.758 -4.232
H: 1.414 -7.424 -2.089
H: -2.103 -3.306 -7.708
H: 1.047 -0.255 7.642
H: -0.179 -5.149 -4.426
H: 0.829 3.497 -1.758
H: 1.242 -6.289 -4.684
N: -0.386 -0.112 -4.997
H: 1.450 1.289 0.292
H: 0.923 0.341 -3.413
H: 2.886 -4.011 -0.030
H: 4.606 0.181 2.833
H: 3.311 1.318 -7.432
H: -8.198 2.507 6.078
H: -3.368 0.448 3.942
C: 2.256 1.053 -7.449
H: 0.584 1.083 -1.169
H: 1.248 5.764 0.149
N: 0.401 -1.802 -0.878
H: -1.703 5.190 0.119
O: 1.970 -0.904 5.881
C: 0.233 5.902 0.531
H: 0.657 3.917 3.245
C: -0.308 3.153 1.455
C: 0.924 -1.604 5.270
H: 1.578 1.870 -7.197
H: 0.949 6.179 2.555
H: 1.841 -3.901 -1.357
H: 2.827 -0.428 7.609
H: 4.276 2.223 3.755
H: -0.211 -6.789 -3.922
O: 1.362 -1.893 -0.056
O: -0.529 -0.996 -0.679
C: -0.698 4.962 -0.239
H: -5.017 2.040 1.241
H: 1.803 -1.894 7.704
H: 3.486 -1.552 4.243
N: -5.567 2.207 2.086
N: 2.601 -4.444 -0.908
H: -0.382 -0.529 -5.941
H: 6.341 -1.656 -0.119
O: 0.423 -2.550 -1.882
H: 1.671 3.942 1.807
C: -1.520 2.700 -0.628
H: -5.257 3.106 2.459
H: -1.463 2.762 -1.714
H: 4.565 -4.937 -1.698
H: -0.812 -2.817 -4.291
H: 1.314 -5.899 -0.201
H: 4.880 -0.692 0.057
H: -1.340 1.644 -0.421
H: 3.919 -2.247 2.689

Forces on atoms 1 to 3 (eV/Å):
H 0.1958 -0.1757 -0.4729
C -0.0953 -0.8814 0.2510
C 1.3718 0.2280 0.7376

Charge   +4
HOMO-LUMO gap   9.50 eV
Spin multiplicity   1



C17H9INO5Ti as an isolated structure, computed with wB97M-V/def2-TZVPD.

Element x y z (Å)
H: 8.858 16.124 6.157
C: 6.864 8.492 9.176
C: 6.753 6.722 7.501
H: 7.836 10.387 3.814
Ti: 7.101 11.364 7.160
O: 3.552 13.305 6.167
C: 7.423 10.012 5.822
H: 6.899 6.291 4.812
H: 6.589 6.404 9.618
C: 6.792 15.944 5.580
C: 7.580 9.629 4.512
C: 8.039 15.416 5.938
C: 5.639 15.131 5.538
H: 6.538 5.682 7.171
C: 9.305 13.291 6.836
I: 6.707 12.748 9.738
N: 7.001 13.278 6.247
H: 7.469 7.912 3.150
O: 5.196 11.727 6.746
H: 5.843 17.518 5.034
O: 10.437 13.780 6.755
C: 8.080 14.056 6.286
O: 6.810 17.278 5.210
C: 7.419 8.284 4.162
H: 4.658 15.533 5.231
C: 7.255 8.984 6.863
C: 7.056 7.624 6.495
H: 6.838 8.603 10.265
C: 7.061 9.473 8.211
C: 5.848 13.849 5.955
C: 7.133 7.318 5.128
C: 4.713 12.915 6.290
C: 6.735 7.135 8.808
O: 8.984 12.049 7.184

Forces on atoms 1 to 3 (eV/Å):
H -0.2904 -0.8015 -0.4742
C 0.3942 0.4542 0.1579
C -0.1547 -1.4355 0.2301

Charge   -1
Expectation value of S²   2.0156
HOMO-LUMO gap (spin up / spin down)   6.28 / 5.43 eV
Spin multiplicity   3



no.,strongest force on any atom (Eh/bohr)
1,0.2366
2,0.1592
3,0.0586
4,0.0377
5,0.0783